Record 1
BrFHOPS as an isolated structure in a non-equilibrium geometry, computed with ωB97M-V/def2-TZVPD.

Geometry (Å):
O (0.4459, -1.0817, -2.1314)
F (-1.3405, 1.4045, 1.0713)
P (-0.8683, 0.1152, 1.7616)
S (0.3907, -0.6684, -0.4618)
Br (1.1525, 0.6189, 2.4952)
H (0.2196, -0.3884, -2.7349)

maximum force: 2.59 eV/Å
LUMO energy (spin up / spin down): 0.14 / -2.45 eV
expectation value of S²: 2.010
multiplicity: 3
relative energy (zero: lowest compared OMol25 entry of this formula, charge and spin): 23.1 kcal per mole
frontier orbital gap (spin up / spin down): 7.97 / 6.89 eV

Record 2
A 2-piece molecular cluster, C2H9N2 overall, computed with ωB97M-V/def2-TZVPD.

Geometry (Å):
N (-1.8815, 0.0612, 0.2625)
H (-2.5671, -0.6620, 0.0556)
H (-0.9637, -0.1744, -0.3025)
H (-2.2603, 0.9774, 0.0036)
H (-1.6973, 0.0572, 1.2652)
C (1.3730, 0.7033, 0.8009)
C (1.3741, -0.3537, 0.0053)
N (0.4573, -0.5032, -1.1175)
H (0.6953, 1.5385, 0.6651)
H (2.0993, 0.7729, 1.5970)
H (2.0856, -1.1582, 0.1031)
H (0.5809, -1.4346, -1.5013)
H (0.7045, 0.1757, -1.8371)

maximum force: 0.77 eV/Å
LUMO energy: -3.61 eV
net charge: +1
relative energy (zero: lowest compared OMol25 entry of this formula, charge and spin): 14.0 kcal per mole
frontier orbital gap: 10.24 eV